DFT (ωB97M-V/def2-TZVPD) results for a cluster of 2 separate species, C14H16N in total at a distorted geometry.

Summary:
orbital gap	7.9	eV
strongest force on any atom	0.080	hartree/bohr
LUMO	-4.880	eV
charge	+1
ΔE to the lowest compared entry with this formula, charge and spin	133.72	kcal per mole

Cartesian coordinates (Å):
C 4.57295 -0.73323 -0.19039
C 4.20116 0.30700 0.67696
C 3.63125 -1.39616 -1.03758
C 2.90614 0.68243 0.64362
C 2.32409 -0.87478 -1.02808
C -2.78388 -1.63775 0.21548
C -2.80259 -1.15492 -0.99304
C -0.00900 2.64052 -0.15615
C -0.31439 1.41955 -0.40742
C -3.00057 0.67154 0.54480
C -0.88901 -0.55270 0.70768
C -2.35459 -0.59687 1.17065
C -2.54758 0.31370 -0.87222
C -0.89046 0.14745 -0.66434
N 2.00424 0.14816 -0.13361
H 5.70543 -1.08848 -0.25352
H 4.91641 0.88044 1.28567
H 3.93091 -2.25038 -1.81179
H 2.56614 1.43046 1.30617
H 1.53904 -1.40884 -1.51773
H -2.90919 -2.69344 0.38777
H -2.81024 -1.61247 -1.97698
H 0.92412 2.76510 0.54481
H -0.54958 3.44261 -0.61595
H -3.99760 0.46842 0.57840
H -2.88759 1.65743 0.96501
H -0.29777 0.09431 1.42958
H -0.42181 -1.52592 0.68536
H -2.49772 -0.82929 2.12617
H -2.69201 0.99148 -1.73078
H -0.40112 -0.36217 -1.49902

Results of the natural (NBO) charge analysis, in e, for atoms 1 through 4: atom 1 (C): -0.142, atom 2 (C): -0.245, atom 3 (C): -0.240, atom 4 (C): 0.036